Record 1
The following is a quantum chemistry calculation of a single C4H6O2 molecule, from OMol25.

Structure (XYZ):
```
12
Properties=species:S:1:pos:R:3:mulliken_charge:R:1
O -1.24629 -0.51144 -2.21347 -0.5492
C -0.57214 -0.40679 -1.22855 0.4370
C 0.19935 0.81008 -0.72817 -0.3328
C 0.59906 0.43792 0.70526 -0.4153
C -0.22023 -0.83847 0.92837 -0.4067
O -0.37884 -1.43318 -0.35919 -0.3420
H 1.05591 0.93245 -1.39881 0.2349
H -0.40852 1.71441 -0.80369 0.2728
H 1.67355 0.25258 0.78472 0.2439
H 0.32435 1.19826 1.44153 0.2886
H -1.22823 -0.57816 1.26485 0.2595
H 0.20203 -1.57765 1.60717 0.3093
```

Output
net charge: 0
SMILES string: O=C1CCCO1
LUMO energy: 0.868 eV

---

Record 2
The following is a quantum chemistry calculation of a molecular structure, C28H53N10O3Re, from OMol25.

Structure (XYZ):
```
95
Properties=species:S:1:pos:R:3:mulliken_charge:R:1
Re 0.44760 -0.00092 -0.16541 1.0693
C -0.25278 2.93930 2.34197 -1.2448
N -0.86567 3.13334 1.02596 0.6818
C -2.19761 3.72985 1.05462 -1.1992
C -0.12336 3.06864 -0.08672 -0.3649
N 0.74094 2.00641 -0.24489 1.3754
C 2.09429 2.38191 -0.73898 -0.9696
C 3.05184 1.22370 -0.50542 -0.9205
N 2.36012 -0.03879 -0.87488 -0.2947
C 1.50364 -0.04691 -1.99263 -1.0437
C -1.29702 0.00837 -1.62752 -1.5704
N -2.45058 -0.03533 -0.89690 0.1462
C -3.56970 0.68478 -0.98301 0.0536
N -4.37632 0.74910 0.06411 0.2704
C -5.68149 1.41511 0.02808 -1.2269
C -4.05622 -0.01184 1.26963 -0.7288
N -4.01313 1.23522 -2.17686 0.2657
C -4.98290 0.43635 -2.93337 -0.9516
C -3.08624 2.00769 -2.98369 -0.6566
C 3.00746 -1.30928 -0.45910 -0.8236
C 2.01791 -2.44798 -0.65820 -0.9921
N 0.65534 -2.01862 -0.22785 1.4575
C -0.25074 -3.06804 -0.20106 -0.2416
N -0.31125 -3.93308 -1.22284 0.2071
C -0.08292 -3.55870 -2.61397 -0.8138
C -0.63114 -5.35349 -1.03799 -1.1444
N -1.04151 -3.24990 0.85022 0.4749
C -0.62763 -2.94986 2.21818 -1.1840
C -2.35629 -3.88334 0.74601 -1.2394
N -0.22987 4.00767 -1.02593 0.2522
C -0.59956 5.39646 -0.72000 -1.1156
C 0.06209 3.77404 -2.43876 -1.3334
H -0.93204 2.39099 2.99137 0.3653
H -0.04884 3.91400 2.79117 0.4294
H 0.68301 2.39581 2.24467 0.3253
H -2.21520 4.66877 1.60986 0.4240
H -2.86472 3.02659 1.55631 0.2433
H -2.56219 3.90292 0.04571 0.3830
H 2.46653 3.27077 -0.22726 0.6208
H 2.07921 2.62019 -1.80349 0.3955
H 3.30773 1.13056 0.54902 0.2813
H 3.96735 1.33439 -1.08758 0.4535
H 1.49498 -0.96662 -2.56120 0.5137
H 1.51784 0.84239 -2.60878 0.5108
H -1.09128 -0.94298 -2.11810 0.9417
H -1.11840 0.86854 -2.26920 -0.2270
H -5.73509 2.08067 -0.82615 0.4072
H -5.80833 1.98017 0.94888 0.4131
H -6.47630 0.67086 -0.04021 0.4237
H -3.06798 0.25038 1.63784 -0.1212
H -4.06750 -1.08046 1.04391 0.4838
H -4.80960 0.20315 2.02166 0.3435
H -5.71324 -0.00664 -2.25881 0.3218
H -4.48763 -0.35779 -3.50027 0.3196
H -5.50968 1.08885 -3.62769 0.3554
H -2.38488 2.53546 -2.33724 -0.0589
H -3.65740 2.75293 -3.53851 0.4310
H -2.53713 1.40010 -3.71291 0.3578
H 3.25921 -1.18829 0.59247 0.2828
H 3.92363 -1.46977 -1.02852 0.4780
H 2.34984 -3.30902 -0.07539 0.5384
H 2.02922 -2.75982 -1.70303 0.3707
H 0.02694 -2.48264 -2.70638 0.1025
H -0.94378 -3.86988 -3.20680 0.4070
H 0.80117 -4.05597 -3.01600 0.2815
H -0.53515 -5.62839 0.00732 0.3739
H 0.09364 -5.93124 -1.61101 0.3990
H -1.63050 -5.59688 -1.39828 0.3851
H 0.42107 -2.66509 2.23965 0.2880
H -0.75545 -3.85186 2.81800 0.5708
H -1.24504 -2.16110 2.63827 0.2541
H -2.71210 -3.84350 -0.27949 0.4188
H -3.03962 -3.31945 1.38043 0.3700
H -2.34451 -4.91555 1.09448 0.3470
H -1.58218 5.64261 -1.12202 0.3790
H 0.13996 6.04710 -1.18607 0.4000
H -0.58198 5.56913 0.35064 0.3750
H 1.01198 4.22518 -2.72768 0.3202
H -0.72395 4.24162 -3.03144 0.4309
H 0.07577 2.70742 -2.65044 0.4343
O 2.54580 -0.16325 4.14241 -0.6729
C 1.29629 -0.11595 4.61863 0.4734
C 1.15343 -0.13275 6.00998 -0.8003
C -0.09771 -0.08166 6.57365 -0.5968
C -1.25682 -0.01181 5.77936 -1.0161
C -1.13062 0.00624 4.41941 -0.3558
C 0.14372 -0.04632 3.80655 0.8669
C 0.22842 -0.00817 2.37683 -0.2431
O -0.77662 0.08524 1.59488 0.1592
O 1.36938 -0.06345 1.73829 -0.5885
H 2.53430 -0.16361 3.17511 0.2642
H 2.04743 -0.18603 6.61585 0.5602
H -0.19089 -0.09584 7.65172 0.4348
H -2.23102 0.02530 6.24536 0.5137
H -2.00799 0.06169 3.78673 0.2621
```

Output
⟨S²⟩: 0.994
net charge: +3
2S+1: 2
LUMO energy (spin up / spin down): -9.327 / -9.799 eV

---

Record 3
The following is a quantum chemistry calculation of a single C12H22N2O4 molecule, from OMol25.

Structure (XYZ):
```
40
Properties=species:S:1:pos:R:3:mulliken_charge:R:1
C 5.33883 1.16107 -3.51439 -1.1798
C 4.17111 0.23435 -3.19561 -0.5779
C 3.69483 0.33256 -1.74519 -0.3168
C 3.00690 1.65940 -1.43108 -0.4449
C 2.57345 1.78676 0.03083 -0.9728
C 1.57279 0.73525 0.50930 -0.6330
C 0.24791 0.77004 -0.25380 0.0255
C -0.66553 -0.33964 0.22433 0.1645
O -0.30141 -1.46680 0.48849 -0.6910
N -1.96200 0.03136 0.33802 -0.2749
N -2.95154 -0.87950 0.70614 -0.2628
C -4.22571 -0.45592 0.79144 0.5324
O -4.54338 0.68378 0.49752 -0.6944
C -5.20915 -1.51374 1.26077 -0.6672
C -5.32641 -1.50815 2.78677 -0.5839
C -4.13574 -2.14353 3.45935 0.6325
O -3.21152 -2.66950 2.89691 -0.5984
O -4.22287 -2.07331 4.78905 -0.4599
H 5.04962 2.20481 -3.42281 0.3145
H 5.68416 0.99552 -4.53253 0.3694
H 6.16879 0.97286 -2.83662 0.2890
H 3.33697 0.45879 -3.86482 0.3075
H 4.47996 -0.79558 -3.38967 0.3385
H 4.54892 0.20202 -1.07658 0.2787
H 2.99866 -0.48674 -1.55867 0.2639
H 3.69464 2.48018 -1.64333 0.3384
H 2.14396 1.78355 -2.08861 0.2263
H 2.13771 2.77899 0.17703 0.3771
H 3.46125 1.72237 0.66423 0.3569
H 1.36950 0.90783 1.56898 0.4525
H 1.99729 -0.26449 0.42132 0.2497
H -0.23562 1.74147 -0.14344 0.2458
H 0.43370 0.59399 -1.31545 0.1663
H -2.34839 0.93800 0.10373 0.3291
H -2.60230 -1.75828 1.07834 0.3818
H -6.17989 -1.27355 0.82741 0.3644
H -4.88949 -2.49835 0.92001 0.3224
H -6.21148 -2.06515 3.10295 0.3396
H -5.43513 -0.48915 3.16383 0.3327
H -3.45337 -2.49358 5.20586 0.3585
```

Output
net charge: 0
SMILES string: CCCCCCCC(=O)NNC(=O)CCC(=O)O
LUMO energy: 0.568 eV

---

no.,total energy (eV)
1,-8340.2861
2,-53045.1034
3,-23972.3063